This record from OMol25 describes the molecule C24H36O2. The level of theory is ωB97M-V/def2-TZVPD.

The calculation puts the HOMO-LUMO gap at 9.68 eV. As for the HOMO energy: -8.782 eV. The calculation puts the energy above the lowest of the compared OMol25 structures with the same formula, charge and spin at 1.3 kcal per mole. Its total energy is -1086.48072 hartree. As for the LUMO energy: 0.9 eV.

Structure (ORCA input):
```
! wB97M-V def2-TZVPD RIJCOSX def2/J DEFGRID3
* xyz 0 1
C -4.2549 -2.0828 -0.2763
C -4.2824 -1.1288 -1.4720
C -3.2996 -0.0176 -1.2735
C -2.1405 0.1420 -1.8950
C -1.5640 -0.7573 -2.9538
C -0.7757 -1.8625 -2.3045
C 0.4631 -1.7618 -1.8463
C 1.3296 -0.5394 -1.8833
C 2.7673 -0.8923 -2.1127
C 3.8063 -0.4423 -1.4251
C 3.7507 0.5322 -0.2801
C 3.6641 1.9351 -0.8090
C 2.7249 2.8376 -0.5716
C 1.5002 2.6940 0.2803
C 0.2622 2.9046 -0.5483
C -0.9424 3.2360 -0.1093
C -1.3485 3.4412 1.3229
C -2.5278 2.5662 1.6437
C -2.4832 1.3407 2.1440
C -1.2510 0.5694 2.4944
C -1.1048 -0.6714 1.6035
C 0.3083 -1.1950 1.6311
O 1.2920 -0.5023 1.7156
O 0.3426 -2.5222 1.5197
C 1.6313 -3.1416 1.4825
C 2.2061 -3.3207 2.8800
H -4.9868 -2.8773 -0.4048
H -3.2684 -2.5300 -0.1753
H -4.4847 -1.5464 0.6420
H -5.2870 -0.7076 -1.5680
H -4.0604 -1.6880 -2.3809
H -3.5767 0.6955 -0.5065
H -1.5071 0.9709 -1.6088
H -2.3569 -1.1902 -3.5648
H -0.9164 -0.1671 -3.6057
H -1.3062 -2.7973 -2.1811
H 0.9197 -2.6273 -1.3828
H 0.9969 0.1324 -2.6799
H 1.2236 0.0026 -0.9422
H 2.9349 -1.5819 -2.9317
H 4.7988 -0.7621 -1.7176
H 4.6706 0.4409 0.3049
H 2.9138 0.3078 0.3780
H 4.4834 2.2044 -1.4660
H 2.8143 3.8099 -1.0435
H 1.5400 3.4412 1.0790
H 1.4667 1.7109 0.7544
H 0.4082 2.7713 -1.6135
H -1.7484 3.3660 -0.8213
H -1.6423 4.4869 1.4580
H -0.5152 3.2313 1.9904
H -3.4920 2.9965 1.4036
H -3.4111 0.8093 2.3175
H -0.3615 1.1839 2.3669
H -1.3014 0.2538 3.5405
H -1.3197 -0.3998 0.5647
H -1.7910 -1.4670 1.8915
H 2.3028 -2.5272 0.8734
H 1.4660 -4.1064 0.9987
H 1.5200 -3.8936 3.4993
H 2.3716 -2.3495 3.3396
H 3.1542 -3.8470 2.8185
*
```

This record from OMol25 describes a structure of composition C24H37Br37N4O4P in a non-equilibrium geometry. The level of theory is ωB97M-V/def2-TZVPD.

The calculation puts the HOMO-LUMO gap at 7.24 eV. As for the HOMO energy: -10.461 eV. Its total energy is -97035.97271 hartree. As for the LUMO energy: -3.2 eV.

Structure (ORCA input):
```
! wB97M-V def2-TZVPD RIJCOSX def2/J DEFGRID3
* xyz 1 1
C 4.9587 -1.2344 0.6485
C 4.2256 -0.3045 0.8993
C 3.3025 0.9005 1.1020
C 2.0459 0.5491 2.0290
C 0.6790 1.0187 1.3001
Br -0.5321 -0.4567 1.9073
C 0.0780 2.4459 1.6223
C -0.0379 2.8786 3.1464
N -0.6046 4.2990 3.1090
N -0.9964 2.0771 3.9789
N 1.2727 3.0336 3.8446
N 1.0044 1.0891 -0.1931
C 0.5831 -0.0153 -1.1024
C -0.9425 -0.0889 -1.4880
C -1.7132 1.2813 -1.6623
O -3.1266 0.9945 -1.4250
C -3.4912 1.5782 -0.1475
C 2.4801 1.4558 -0.1575
P 3.4335 1.5700 -1.7590
O 3.7321 0.2117 -2.3100
O 4.9413 2.2673 -1.4469
O 2.6503 2.5593 -2.8453
H 5.6554 -2.0975 0.7380
H 3.7879 1.8174 1.5529
H 1.9695 -0.5765 1.8809
H 2.1100 0.6673 3.1394
H -0.9844 2.4557 1.2081
H 0.6066 3.3047 1.0931
H -1.1978 4.2989 2.2651
H 0.1676 4.9662 2.9630
H -1.8368 1.8949 3.4180
H -0.5652 1.1955 4.2833
H 1.3196 2.2083 4.4646
H 1.1928 3.8202 4.5066
H 0.6368 1.9775 -0.5825
H 1.1618 -0.0571 -2.0803
H 0.8517 -0.9957 -0.5908
H -0.9968 -0.6223 -2.4892
H -1.5607 -0.7361 -0.7908
H -1.4382 2.0633 -0.8870
H -1.6030 1.6754 -2.7105
H -3.3999 2.7104 -0.2477
H -2.8628 1.1851 0.7037
H -4.5761 1.3845 0.1063
H 2.4021 2.5591 0.1379
H 4.7276 3.1217 -0.9998
H 2.8778 3.4934 -2.5588
C 5.4424 -4.8582 -1.1152
Br 4.7752 -3.0688 -1.4333
Br 5.2623 -5.9845 -2.6808
Br 7.2591 -4.8367 -0.4475
H 4.8227 -5.2954 -0.3372
C 2.7192 7.2806 -2.5438
Br 1.5610 8.1201 -1.2447
Br 4.5605 7.8251 -2.3296
Br 2.5337 5.3453 -2.5240
H 2.3972 7.6170 -3.5255
C -2.9064 5.0338 6.2818
Br -4.7322 5.2860 5.6851
Br -1.8611 4.0637 4.9474
Br -2.0668 6.7073 6.7834
H -2.9454 4.4194 7.1779
C -8.4771 4.3640 4.9090
Br -8.6852 2.6701 3.9958
Br -7.6999 5.7109 3.7540
Br -10.1367 4.9680 5.6974
H -7.7779 4.2006 5.7246
C -8.3841 4.0910 0.0310
Br -10.0053 4.1347 -1.0212
Br -7.7372 2.2837 0.2806
Br -7.0160 5.2483 -0.7031
H -8.6328 4.4778 1.0162
C 6.8687 -9.4368 -1.7928
Br 5.6441 -10.5519 -0.7886
Br 8.3953 -8.9024 -0.7296
Br 7.4071 -10.2753 -3.4512
H 6.3312 -8.5306 -2.0548
C 5.4706 -9.6822 3.2205
Br 7.0299 -10.7941 3.4875
Br 4.5537 -9.3173 4.8858
Br 5.9014 -8.0542 2.2651
H 4.7831 -10.2440 2.5956
C -1.1277 -0.3153 -5.8338
Br -2.3466 -1.4368 -4.8245
Br 0.4036 0.2370 -4.7807
Br -0.5878 -1.1552 -7.4883
H -1.6723 0.5877 -6.0975
C 4.5252 -14.2761 2.4688
Br 5.7193 -13.9311 0.9858
Br 5.4045 -15.2583 3.8843
Br 3.7014 -12.6506 3.1257
H 3.7247 -14.9069 2.0936
C -13.9458 5.8206 -1.0961
Br -12.7835 6.7974 -2.2966
Br -13.7024 3.9074 -1.2607
Br -13.7504 6.4136 0.7355
H -14.9671 6.0383 -1.3944
C 7.8842 -3.8609 -4.5060
Br 7.2153 -2.0730 -4.8248
Br 7.7047 -4.9859 -6.0701
Br 9.7001 -3.8403 -3.8384
H 7.2646 -4.2978 -3.7281
C -5.0569 1.7642 -5.4266
Br -4.1284 1.7141 -3.7275
Br -6.9751 1.8418 -5.1920
Br -4.4098 3.1960 -6.5603
H -4.8362 0.8306 -5.9373
*
```

This record from OMol25 describes a structure of composition C24H37Cl2N6RuS2. The level of theory is ωB97M-V/def2-TZVPD.

The calculation puts the HOMO-LUMO gap (alpha / beta) at 5.76 / 6.14 eV. As for the HOMO energy (alpha / beta): -16.517 / -16.612 eV. The calculation puts the energy above the lowest of the compared OMol25 structures with the same formula, charge and spin at 0.0 kcal per mole. Its total energy is -3075.99468 hartree. As for the LUMO energy (alpha / beta): -10.8 / -10.5 eV.

Structure (ORCA input):
```
! wB97M-V def2-TZVPD RIJCOSX def2/J DEFGRID3
* xyz 3 1
Ru 0.0272 -0.3699 0.2737
Cl -0.3306 -0.4955 2.6743
C -1.5794 -1.7361 2.8389
C -2.0746 -2.0037 4.0971
C -3.0455 -2.9902 4.2034
C -3.4940 -3.6717 3.0832
C -2.9719 -3.3765 1.8309
Cl -3.5304 -4.2202 0.4440
C -1.9893 -2.3948 1.6912
S -1.3007 -2.0586 0.1031
H -1.7150 -1.4752 4.9680
H -3.4525 -3.2315 5.1747
H -4.2488 -4.4397 3.1728
C 2.9831 -2.0674 -3.2171
N 1.6468 -1.7689 -2.6893
C 0.9078 -2.9489 -2.2203
C 1.1360 -0.5417 -2.6831
N 0.1568 -0.1822 -1.7676
C -0.8829 0.6119 -2.2368
C -1.3415 0.6822 -3.5657
C -2.3355 1.5674 -3.8930
C -2.8942 2.4251 -2.9253
C -2.4981 2.3387 -1.6197
C -1.5148 1.3912 -1.2636
N -1.0336 1.1672 0.0213
C -1.6198 1.9016 1.1032
N -0.8120 2.7306 1.7482
C 0.3556 3.3124 1.0697
C -0.9525 3.0635 3.1737
N -2.8981 1.7468 1.3751
C -3.7168 0.6468 0.8566
C -3.6816 2.7638 2.0954
N 1.5675 0.3721 -3.5630
C 1.5811 1.8076 -3.2913
C 1.9680 0.0229 -4.9296
H 3.4782 -2.7373 -2.5151
H 3.5688 -1.1581 -3.3176
H 2.9279 -2.5673 -4.1834
H 1.2460 -3.8028 -2.8046
H -0.1606 -2.8189 -2.3875
H 1.0947 -3.1479 -1.1672
H -0.9253 0.0326 -4.3226
H -2.6995 1.6053 -4.9102
H -3.6482 3.1426 -3.2142
H -2.9377 2.9898 -0.8761
H 0.0597 3.7675 0.1265
H 1.1349 2.5670 0.9030
H 0.7571 4.0868 1.7166
H -1.8473 2.6208 3.5945
H -0.9766 4.1433 3.3125
H -0.0855 2.6598 3.6979
H -3.1066 -0.0948 0.3591
H -4.4419 1.0440 0.1450
H -4.2510 0.1916 1.6903
H -3.1302 3.6969 2.1621
H -3.9579 2.4171 3.0906
H -4.5931 2.9306 1.5222
H 1.3105 2.0045 -2.2570
H 0.8804 2.3272 -3.9465
H 2.5847 2.1893 -3.4837
H 1.6973 -1.0040 -5.1544
H 3.0354 0.1678 -5.0913
H 1.4260 0.6815 -5.6094
C 3.4479 0.4617 -0.5046
S 2.3391 0.1287 0.8709
C 3.0433 -1.4048 1.5204
H 3.4437 -0.3555 -1.2199
H 4.4458 0.5918 -0.0871
H 3.1349 1.3908 -0.9734
H 4.0334 -1.1737 1.9098
H 3.1067 -2.1601 0.7410
H 2.4075 -1.7477 2.3330
*
```

- Among the records above, which one has the lowest total energy?
  C24H37Br37N4O4P